96
Properties=species:S:1:pos:R:3 method="wB97M-V/def2-TZVPD" homo_energy_ha=-0.4209 homo_lumo_gap_ev=5.844 e_lumo_ev=-5.6088 charge=+2
Sr 0.28484 0.17374 0.61673
C -1.99325 3.72462 -1.78266
C -0.98880 3.22167 -0.95805
N -0.28982 2.15553 -1.31499
C -0.54317 1.61281 -2.51028
C -1.59684 2.07894 -3.28799
N -2.33757 3.12428 -2.91510
C 0.27717 0.42014 -2.89311
C 0.47467 0.03790 -4.20816
C 1.15489 -1.14722 -4.48998
C 1.61368 -1.88333 -3.39658
C 1.38784 -1.42786 -2.10894
N 0.74408 -0.28318 -1.86253
C 1.81001 -2.23391 -0.91269
C 1.87880 -3.62052 -0.95859
N 2.27722 -4.34564 0.08057
C 2.60468 -3.68724 1.18336
C 2.46055 -2.30817 1.27674
N 2.06726 -1.58523 0.23077
C 1.35124 -1.62193 -5.88981
C 0.81205 -0.93437 -6.97281
C 1.00734 -1.42623 -8.25459
N 1.68921 -2.53478 -8.52187
C 2.20799 -3.18938 -7.48888
C 2.06772 -2.78075 -6.17057
H -2.53883 4.61857 -1.50180
H -0.74017 3.65673 0.00553
H -1.87043 1.58956 -4.21578
H 0.11929 0.67781 -5.00169
H 2.16440 -2.80030 -3.53903
H 1.57924 -4.16455 -1.84724
H 2.97910 -4.26453 2.01982
H 2.67957 -1.77520 2.19525
H 0.24358 -0.02311 -6.85744
H 0.59331 -0.89846 -9.10562
H 2.76814 -4.08780 -7.71930
H 2.53238 -3.37715 -5.39919
C -1.96262 0.07942 3.81787
N -0.68047 0.67434 3.45279
C 0.37536 0.22142 4.35772
C -0.79254 2.14092 3.54863
C 0.34027 2.90141 2.89600
C 0.72655 4.11233 3.46329
C 1.68083 4.90040 2.83620
C 2.25633 4.45603 1.65421
C 1.87041 3.22704 1.12808
C 0.89534 2.39668 1.71106
H -2.26023 0.32708 4.84697
H -1.92891 -1.00556 3.73214
H -2.74098 0.44699 3.14586
H 0.17754 0.52700 5.39447
H 1.32535 0.65974 4.05048
H 0.46824 -0.86321 4.34845
H -0.87879 2.42928 4.60802
H -1.74236 2.41406 3.07448
H 0.28588 4.44887 4.39654
H 1.97492 5.84796 3.26880
H 3.00448 5.06118 1.15649
H 2.36732 2.91163 0.20878
O -2.60248 -7.34976 -2.68633
N -2.20534 -7.47012 -1.54484
O -2.14076 -8.51435 -0.94273
C -1.82682 -6.23133 -0.79957
C -1.61455 -6.39821 0.51383
C -1.28424 -5.28474 1.35040
C -1.06282 -5.46100 2.72540
C -0.72925 -4.37228 3.48189
C -0.60669 -3.13706 2.83422
N -0.82863 -2.92995 1.55039
C -1.19135 -3.99938 0.80758
C -1.47883 -3.81665 -0.61333
N -1.46033 -2.55034 -1.08182
C -1.64846 -2.36803 -2.37229
C -1.82818 -3.40346 -3.28749
C -1.87772 -4.69051 -2.82254
C -1.74269 -4.93192 -1.43949
H -1.69765 -7.38745 0.94155
H -1.15798 -6.44635 3.16402
H -0.55260 -4.44733 4.54544
H -0.28994 -2.27854 3.40790
H -1.63980 -1.34103 -2.72912
H -1.92707 -3.19251 -4.34381
H -2.02325 -5.51248 -3.50057
N -6.07250 2.10777 -1.13050
C -5.11088 0.93529 -1.13518
C -3.94956 1.20147 -0.18126
N -2.92066 0.18396 -0.23664
H -6.83718 1.97505 -1.79572
H -5.58971 2.97315 -1.38659
H -6.49058 2.24862 -0.20809
H -4.76678 0.83252 -2.16344
H -5.68300 0.05034 -0.86184
H -4.31392 1.27863 0.84603
H -3.49933 2.16295 -0.43722
H -2.59620 0.01324 -1.18155
H -3.19210 -0.70670 0.16313

9
Properties=species:S:1:pos:R:3 method="wB97M-V/def2-TZVPD" homo_energy_ha=-0.2829 homo_lumo_gap_ev=8.374 e_lumo_ev=0.6765 charge=0
O -1.27055 -1.28887 0.56397
C -0.95576 -0.09745 -0.27806
C 0.40160 0.40036 0.12093
C 1.43442 1.19134 0.26416
S 2.09840 -0.40663 -0.08207
H -0.93730 -2.13511 0.22688
H -0.97030 -0.36827 -1.33766
H -1.80423 0.60816 -0.05833
H 2.00372 2.09647 0.58019

63
Properties=species:S:1:pos:R:3 method="wB97M-V/def2-TZVPD" homo_energy_ha=-0.1561 homo_lumo_gap_ev=6.846 e_lumo_ev=2.5994 charge=-1
Pt 1.39905 0.62844 1.24423
C -1.88333 -2.34664 0.14844
N -1.59820 -1.04384 0.70345
C -2.51980 -0.71004 1.76869
C -1.57534 -0.04899 -0.36120
C -1.32954 1.36351 0.10306
C -2.33388 2.30203 -0.13519
C -2.21569 3.62347 0.26486
C -1.06806 4.01375 0.93824
C -0.05975 3.09039 1.17102
C -0.14788 1.75478 0.75047
H -2.87197 -2.38700 -0.34669
H -1.87235 -3.10057 0.93874
H -1.12331 -2.60924 -0.59073
H -3.56565 -0.64970 1.41202
H -2.24221 0.24464 2.21142
H -2.46412 -1.47047 2.55000
H -2.53766 -0.06554 -0.90963
H -0.80187 -0.34685 -1.06844
H -3.23524 1.97867 -0.64637
H -3.01063 4.33124 0.06231
H -0.95011 5.03733 1.27592
H 0.83688 3.41539 1.68607
N 2.21211 -3.06744 4.34740
C 1.76239 -2.12538 3.24820
C 0.57101 -2.72143 2.52526
P 1.24442 -0.60144 4.19475
O 2.63900 0.03842 4.66007
O 0.57526 -1.15776 5.40473
O 0.53202 0.30145 3.22010
P 3.26833 -1.78371 2.22287
O 3.03634 -2.48821 0.80234
O 4.36223 -2.45413 2.98154
O 3.28234 -0.28349 2.00054
H 1.72974 -2.74473 5.20729
H 3.24633 -2.97591 4.37624
H 1.97563 -4.03128 4.12930
H -0.23904 -2.92656 3.23213
H 0.85014 -3.64059 2.00186
H 0.19348 -2.00281 1.79548
H 3.14572 0.30362 3.86864
H 2.85184 -1.79982 0.13080
C -1.97814 1.02048 -5.66411
C -0.95804 0.97128 -4.55783
C -0.55322 2.11994 -3.89801
C 0.39089 2.09065 -2.87283
C 0.77641 3.39351 -2.22825
C 0.94488 0.86512 -2.47722
Te 2.51536 0.82516 -1.02261
C 0.53064 -0.30913 -3.12624
C 1.02195 -1.67978 -2.73637
C -0.40274 -0.23479 -4.15625
H -2.35438 2.03387 -5.80542
H -2.82924 0.37254 -5.44457
H -1.54936 0.68572 -6.61151
H -0.98730 3.07437 -4.17986
H 0.11189 4.19262 -2.56005
H 1.80387 3.66443 -2.48188
H 0.72328 3.32592 -1.14297
H 1.15073 -1.75620 -1.65836
H 1.98669 -1.90485 -3.19762
H 0.30800 -2.44034 -3.05798
H -0.72081 -1.15411 -4.64035

15
Properties=species:S:1:pos:R:3 method="wB97M-V/def2-TZVPD" homo_energy_ha=-0.0826 homo_lumo_gap_ev=6.075 e_lumo_ev=3.8280 charge=-1
C 1.22635 -0.46602 -2.16641
S -0.29198 0.71720 -2.09459
H 2.11893 -0.09150 -1.67848
H 1.38992 -0.44916 -3.21545
H 0.79194 -1.45292 -1.74887
C 0.51627 -0.32680 3.00068
C -0.79568 0.01154 2.25214
N -0.59694 -0.57811 0.90318
H 0.74565 -1.48654 2.89733
H 0.42285 -0.04294 4.09537
H 1.37193 0.20686 2.62730
H -0.83671 1.15389 2.16313
H -1.77702 -0.26487 2.73198
H 0.32610 -0.12044 0.43034
H -1.38491 -0.19314 0.37000

8
Properties=species:S:1:pos:R:3 method="wB97M-V/def2-TZVPD" homo_energy_ha=-0.3111 homo_lumo_gap_ev=9.358 e_lumo_ev=0.8911 charge=0
C -0.96686 -0.12830 0.07354
P 0.41120 1.07232 -0.20348
S 2.03908 -0.13111 0.03532
H -0.71333 -1.03931 -0.56487
H -1.99828 0.23336 0.05456
H -0.63416 -0.58450 1.11140
H 0.21952 1.09235 -1.78143
H 1.64283 -0.51482 1.27496

75
Properties=species:S:1:pos:R:3 method="wB97M-V/def2-TZVPD" homo_energy_ha=-0.0884 homo_lumo_gap_ev=4.441 e_lumo_ev=2.0344 charge=-1
Tl -0.09464 0.31585 0.83150
C -2.40179 -4.44657 1.38830
C -2.30348 -3.05795 1.45489
N -1.91757 -2.31141 0.43715
C -1.57588 -2.90579 -0.71396
C -1.64284 -4.30966 -0.88596
C -2.07913 -5.07495 0.21180
C -1.26829 -4.89716 -2.12334
C -0.85815 -4.12705 -3.16105
C -0.79806 -2.71243 -3.04383
C -0.43189 -1.87912 -4.11941
C -0.32510 -0.53002 -3.92442
C -0.56807 -0.00874 -2.64899
N -0.96977 -0.74899 -1.63650
C -1.11257 -2.08037 -1.81430
H -2.73654 -5.00821 2.24991
H -2.54253 -2.51411 2.36220
H -2.13097 -6.15302 0.11893
H -1.31355 -5.97497 -2.22293
H -0.55483 -4.58724 -4.09378
H -0.23880 -2.32704 -5.08706
H -0.04653 0.12879 -4.73529
H -0.42551 1.04564 -2.43553
C -2.20180 2.46194 -0.23531
Si -0.56166 3.39344 -0.50950
C -0.72930 4.18274 -2.24768
C -0.64157 4.85965 0.72222
N 0.68091 2.28055 -0.27386
C 2.03921 2.47202 -0.36624
C 2.62067 3.72107 -0.66011
C 3.99275 3.92513 -0.73209
C 4.85141 2.85483 -0.52160
C 4.32044 1.60547 -0.23677
C 2.93694 1.36621 -0.13599
N 2.39335 0.16859 0.18297
Si 3.10930 -1.31336 0.55749
C 4.11352 -2.16980 -0.82656
C 1.72372 -2.56159 0.93109
C 4.20258 -1.34660 2.12662
H -3.07392 3.11020 -0.36163
H -2.24884 2.04963 0.77441
H -2.31438 1.62957 -0.93337
H -1.54950 4.90398 -2.29451
H -0.92042 3.41337 -3.00055
H 0.18548 4.70237 -2.53979
H -1.52243 5.48837 0.56583
H 0.24105 5.49772 0.64291
H -0.67439 4.47954 1.74612
H 1.94753 4.55768 -0.82488
H 4.38953 4.91123 -0.95120
H 5.92647 2.99256 -0.57789
H 4.98667 0.76471 -0.06570
H 3.47894 -2.34114 -1.69936
H 4.48978 -3.14109 -0.49340
H 4.96883 -1.57251 -1.14713
H 1.05255 -2.65481 0.07495
H 1.13027 -2.26345 1.79908
H 2.12871 -3.55642 1.13780
H 5.08134 -0.70748 2.02391
H 4.54859 -2.35480 2.37056
H 3.62036 -0.98089 2.97520
C -4.61173 -0.34165 0.19801
O -3.48208 0.06919 0.93442
H -4.62033 0.10245 -0.80378
H -5.49978 -0.00661 0.73631
H -4.65548 -1.43129 0.09118
H -2.73257 -0.51337 0.69168
N -2.70407 1.23777 3.56232
C -1.50934 1.06791 4.18716
N -1.37147 1.74509 5.38815
O -0.63347 0.32048 3.78251
H -3.36711 1.91661 3.88554
H -2.84996 0.83470 2.64377
H -1.91825 2.57137 5.55690
H -0.43058 1.76322 5.74145

ΔE to the lowest compared entry with this formula, charge and spin readings, ordered: 56.9; 67.9; 0.0; 39.6; 13.7; 15.5 kcal per mole